# 1
Molecular formula: C23H29Cl51O5S
Method: DFT, wB97M-V/def2-TZVPD

```
109
C23H29Cl51O5S | OMol25 | wB97M-V/def2-TZVPD
C 0.663 -1.255 4.136
C 1.759 -0.333 4.854
O 1.965 -0.427 6.093
O 2.579 0.620 4.161
C 1.927 1.920 4.287
C 1.088 2.364 2.993
C 1.958 2.535 1.663
C 2.391 1.163 0.949
O 1.366 0.576 0.073
S 1.894 -0.927 -0.528
O 3.261 -0.766 -1.168
O 2.158 -2.005 0.759
H 0.126 -0.678 3.302
H -0.052 -1.591 4.959
H 1.209 -2.158 3.710
H 1.176 1.823 5.166
H 2.733 2.690 4.584
H 0.668 3.413 3.243
H 0.157 1.704 2.859
H 2.878 3.191 1.888
H 1.327 3.125 0.901
H 3.294 1.413 0.273
H 2.745 0.339 1.651
H 2.046 -2.911 0.398
C 5.779 4.796 0.850
Cl 6.323 5.170 -0.791
Cl 4.405 5.820 1.297
Cl 5.350 3.086 0.989
H 6.597 5.001 1.537
C -1.934 3.523 0.373
Cl -1.124 1.950 0.339
Cl -3.333 3.479 1.454
Cl -0.808 4.797 0.868
H -2.285 3.749 -0.633
C -0.248 -4.217 2.137
Cl -1.339 -4.424 3.513
Cl -0.202 -5.688 1.154
Cl -0.740 -2.830 1.156
H 0.754 -4.029 2.520
C 3.553 3.069 -3.402
Cl 4.868 1.951 -3.014
Cl 2.428 3.201 -2.043
Cl 4.196 4.660 -3.834
H 3.008 2.674 -4.259
C 8.410 0.500 1.369
Cl 8.833 2.129 0.820
Cl 8.369 0.431 3.137
Cl 6.856 -0.003 0.690
H 9.176 -0.188 1.017
C -1.751 2.783 5.995
Cl -2.656 4.206 5.463
Cl -1.680 1.575 4.705
Cl -0.124 3.242 6.524
H -2.273 2.343 6.842
C -6.901 4.997 0.013
Cl -5.188 5.243 -0.346
Cl -7.420 3.387 -0.506
Cl -7.211 5.225 1.739
H -7.477 5.737 -0.540
C -2.823 -5.481 -1.477
Cl -2.270 -5.093 -3.113
Cl -4.189 -4.452 -1.024
Cl -3.263 -7.190 -1.354
H -2.005 -5.288 -0.785
C -6.294 3.571 -4.287
Cl -4.612 3.285 -3.821
Cl -6.923 5.018 -3.486
Cl -6.437 3.721 -6.043
H -6.888 2.718 -3.966
C 2.386 0.614 -6.632
Cl 2.809 2.240 -7.189
Cl 2.347 0.554 -4.864
Cl 0.830 0.110 -7.306
H 3.150 -0.079 -6.982
C -2.296 7.713 -2.310
Cl -1.786 9.287 -1.682
Cl -1.850 6.422 -1.181
Cl -4.038 7.701 -2.618
H -1.781 7.537 -3.252
C -3.796 -2.804 -5.544
Cl -4.022 -1.056 -5.701
Cl -5.029 -3.676 -6.465
Cl -2.175 -3.271 -6.077
H -3.901 -3.070 -4.494
C 3.909 -1.744 -9.922
Cl 2.469 -2.624 -10.453
Cl 3.868 -0.075 -10.504
Cl 4.046 -1.784 -8.158
H 4.784 -2.233 -10.344
C -1.215 -9.316 2.844
Cl 0.465 -9.630 3.302
Cl -1.821 -7.864 3.652
Cl -1.359 -9.151 1.088
H -1.821 -10.163 3.160
C -6.676 9.174 2.174
Cl -6.925 10.915 1.988
Cl -7.897 8.270 1.267
Cl -5.050 8.718 1.648
H -6.778 8.924 3.228
C 2.503 -7.100 5.564
Cl 1.719 -5.875 4.555
Cl 3.453 -6.336 6.845
Cl 1.301 -8.201 6.252
H 3.177 -7.679 4.936
C -0.468 -13.349 -0.004
Cl -0.689 -11.984 -1.109
Cl -0.011 -12.778 1.607
Cl -1.941 -14.327 0.077
H 0.336 -13.973 -0.388
```

Gap between HOMO and LUMO ... 10.068 eV
Strongest force on any atom ... 4.7 eV Å⁻¹
LUMO ... 0.106 eV


# 2
Molecular formula: C16H41Br2KO13S4
Method: DFT, wB97M-V/def2-TZVPD

```
77
C16H41Br2KO13S4 | OMol25 | wB97M-V/def2-TZVPD
K 5.582 6.939 -0.255
C 8.715 6.640 -4.526
C 7.372 6.041 -3.928
O 6.948 6.478 -2.664
H 9.495 6.395 -3.804
H 8.618 7.721 -4.628
H 9.048 6.177 -5.455
H 7.491 4.962 -3.829
H 6.615 5.999 -4.711
Br 9.011 7.445 -8.242
C 10.214 8.681 -7.234
C 11.341 9.073 -8.148
Br 12.694 10.145 -7.089
H 10.611 8.095 -6.405
H 9.780 9.551 -6.742
H 11.045 9.477 -9.116
H 11.774 8.106 -8.404
O 10.155 6.450 1.147
S 10.852 7.513 0.428
O 11.660 8.484 1.156
O 11.740 6.811 -0.771
C 11.249 5.628 -1.348
C 12.176 5.118 -2.455
C 9.570 8.338 -0.619
H 10.302 5.748 -1.876
H 11.145 4.816 -0.629
H 12.219 5.779 -3.319
H 12.038 4.071 -2.727
H 13.207 5.199 -2.109
H 8.964 7.680 -1.242
H 10.194 9.012 -1.205
H 9.023 8.884 0.149
O 4.174 11.273 -5.283
S 5.438 11.823 -5.685
O 5.608 13.159 -6.284
O 6.515 11.637 -4.421
C 6.610 10.323 -3.764
C 7.567 10.442 -2.531
C 6.158 10.573 -6.851
H 7.246 9.827 -4.497
H 5.719 9.748 -3.511
H 8.628 10.610 -2.712
H 7.568 9.444 -2.093
H 7.373 11.224 -1.797
H 7.241 10.481 -6.766
H 5.783 10.903 -7.819
H 5.666 9.652 -6.542
O 9.231 3.648 1.061
S 8.762 2.843 -0.091
O 9.546 2.550 -1.250
O 8.225 1.387 0.586
C 7.812 0.380 -0.329
C 8.940 -0.367 -0.887
C 7.057 3.401 -0.601
H 7.055 0.764 -1.013
H 7.373 -0.370 0.328
H 8.713 -1.362 -1.271
H 9.696 -0.479 -0.110
H 9.352 0.239 -1.695
H 6.454 3.202 0.286
H 6.573 2.856 -1.412
H 7.216 4.461 -0.794
O 1.318 7.691 -3.337
S 2.647 7.086 -3.270
O 3.441 7.140 -1.996
O 2.610 5.498 -3.611
C 3.819 4.641 -3.421
C 3.369 3.211 -3.146
C 3.778 7.651 -4.570
H 4.366 4.973 -2.539
H 4.367 4.678 -4.363
H 2.754 3.064 -2.258
H 4.296 2.646 -3.055
H 2.945 2.697 -4.009
H 3.846 8.732 -4.446
H 3.377 7.434 -5.560
H 4.640 6.988 -4.495
```

Gap between HOMO and LUMO ... 6.761 eV
Strongest force on any atom ... 3.9 eV Å⁻¹
LUMO ... -0.795 eV


# 3
Molecular formula: C4H3N3
Method: DFT, wB97M-V/def2-TZVPD

```
10
C4H3N3 | OMol25 | wB97M-V/def2-TZVPD
C -0.625 -2.116 -1.308
C -0.355 -1.117 -0.694
C 0.036 0.064 -0.016
C 1.028 0.364 0.858
N 1.025 1.727 1.057
N 0.041 2.253 0.439
N -0.650 1.276 -0.259
H -0.834 -3.008 -1.857
H 1.694 -0.298 1.386
H -1.360 0.856 0.394
```

Gap between HOMO and LUMO ... 9.891 eV
Strongest force on any atom ... 2.1 eV Å⁻¹
SMILES ... C#Cc1cnn[nH]1
Relative energy (zero: lowest compared OMol25 entry of this formula, charge and spin) ... 91.3 kcal per mole
LUMO ... 0.008 eV


# 4
Molecular formula: C12H36O12
Method: DFT, wB97M-V/def2-TZVPD

```
60
C12H36O12 | OMol25 | wB97M-V/def2-TZVPD
C -8.890 -2.288 14.205
C -8.725 -1.198 15.307
O -7.328 -0.908 15.429
O -8.190 -3.433 14.426
H -8.624 -1.818 13.258
H -9.961 -2.477 14.141
H -9.057 -1.617 16.257
H -9.246 -0.308 14.956
H -6.938 -1.000 14.557
H -8.301 -3.979 13.644
C -7.002 1.079 20.481
C -6.570 -0.361 20.097
O -7.498 -1.343 20.528
O -7.645 1.680 19.367
H -6.118 1.677 20.700
H -7.728 1.141 21.291
H -5.598 -0.672 20.481
H -6.520 -0.484 19.015
H -8.340 -1.261 20.076
H -7.181 1.417 18.568
C -2.124 5.887 15.627
C -2.787 7.004 16.408
O -3.454 6.471 17.542
O -1.421 6.415 14.517
H -2.903 5.168 15.375
H -1.440 5.282 16.222
H -3.555 7.462 15.785
H -1.964 7.621 16.768
H -3.809 7.203 18.052
H -0.907 7.175 14.799
C -6.656 7.421 16.723
C -7.943 8.198 16.959
O -8.298 8.957 15.807
O -7.008 6.283 15.955
H -6.327 7.016 17.680
H -5.944 8.088 16.235
H -7.809 8.864 17.811
H -8.736 7.501 17.229
H -9.016 9.575 15.963
H -6.369 5.587 16.124
C -7.810 1.801 12.979
C -8.442 2.452 11.739
O -9.871 2.327 11.785
O -7.965 2.729 14.067
H -6.769 1.539 12.789
H -8.235 0.814 13.158
H -8.054 2.030 10.812
H -8.086 3.466 11.556
H -10.279 2.766 11.035
H -8.840 2.684 14.460
C -4.976 3.019 16.689
C -5.197 1.612 16.138
O -6.219 0.985 16.926
O -6.217 3.700 16.652
H -4.249 3.522 16.052
H -4.737 3.182 17.740
H -4.292 1.010 16.212
H -5.506 1.649 15.093
H -6.626 0.259 16.448
H -6.832 3.104 16.217
```

Gap between HOMO and LUMO ... 9.526 eV
Strongest force on any atom ... 2.8 eV Å⁻¹
SMILES ... OCCO.OCCO.OCCO.OCCO.OCCO.OCCO
Relative energy (zero: lowest compared OMol25 entry of this formula, charge and spin) ... 40.4 kcal per mole
LUMO ... 0.278 eV


# 5
Molecular formula: C5H10O
Method: DFT, wB97M-V/def2-TZVPD

```
16
C5H10O | OMol25 | wB97M-V/def2-TZVPD
O -2.248 0.041 0.755
C -1.176 0.110 -0.184
C -0.353 -1.160 -0.188
C 0.776 -1.014 0.501
C 0.937 0.385 1.041
C -0.172 1.165 0.306
H -2.740 -0.772 0.585
H -1.577 0.359 -1.178
H -0.701 -2.083 -0.645
H 1.551 -0.162 -2.231
H 1.496 -1.806 0.694
H 0.796 0.389 2.129
H 1.934 0.797 0.850
H 1.895 0.162 -2.807
H -0.673 1.909 0.931
H 0.255 1.682 -0.559
```

Gap between HOMO and LUMO ... 10.611 eV
Strongest force on any atom ... 0.4 eV Å⁻¹
SMILES ... O[C@@H]1C=CCC1.[H][H]
Relative energy (zero: lowest compared OMol25 entry of this formula, charge and spin) ... 37.9 kcal per mole
LUMO ... 1.034 eV


# 6
Molecular formula: C14H7BF7IrO2S
Method: DFT, wB97M-V/def2-TZVPD

```
33
C14H7BF7IrO2S | OMol25 | wB97M-V/def2-TZVPD
Ir -0.297 0.116 -0.329
C 3.924 -0.621 -0.336
C 2.552 -0.603 0.264
O 1.599 -0.667 -0.568
C 2.393 -0.537 1.684
C 3.518 -0.529 2.537
C 3.383 -0.537 3.897
C 2.100 -0.545 4.464
C 0.986 -0.532 3.662
C 1.097 -0.549 2.262
O -0.006 -0.629 1.556
H 3.839 -0.714 -1.415
H 4.516 -1.451 0.047
H 4.434 0.313 -0.095
H 4.513 -0.525 2.115
H 4.263 -0.530 4.524
H 1.986 -0.560 5.540
H -0.018 -0.506 4.066
F 1.435 2.479 -0.494
B 0.279 2.039 -0.956
F -0.364 2.826 -1.787
F -5.727 1.767 -3.733
C -4.827 1.006 -3.168
C -4.580 -0.269 -3.670
F -5.253 -0.703 -4.716
C -3.630 -1.070 -3.070
F -3.400 -2.272 -3.551
C -2.896 -0.608 -1.967
S -1.730 -1.580 -1.180
C -3.173 0.678 -1.489
F -2.460 1.129 -0.426
C -4.112 1.487 -2.065
F -4.343 2.700 -1.603
```

Gap between HOMO and LUMO (alpha / beta) ... 5.112 / 6.203 eV
Spin multiplicity ... 2
Strongest force on any atom ... 2.1 eV Å⁻¹
Charge ... +1
Relative energy (zero: lowest compared OMol25 entry of this formula, charge and spin) ... 69.0 kcal per mole
LUMO (alpha / beta) ... -6.805 / -5.932 eV


# 7
Molecular formula: C18H20BrN3O2S2Sc
Method: DFT, wB97M-V/def2-TZVPD

```
47
C18H20BrN3O2S2Sc | OMol25 | wB97M-V/def2-TZVPD
Sc -0.758 0.071 0.406
O -0.997 0.826 2.443
C 0.072 1.596 3.025
C 1.372 1.112 2.459
C 2.559 1.256 3.149
C 3.737 0.846 2.549
C 3.702 0.303 1.274
C 2.482 0.179 0.652
N 1.337 0.571 1.233
H -1.806 1.400 2.366
H 0.050 1.507 4.105
H -0.074 2.641 2.749
H 2.556 1.685 4.144
H 4.678 0.947 3.076
H 4.600 -0.024 0.767
H 2.396 -0.242 -0.340
Br 0.158 -2.499 1.281
C 1.139 -2.825 -0.311
C 2.069 -3.814 -0.271
C 2.760 -4.122 -1.470
C 2.452 -3.461 -2.621
C 1.465 -2.441 -2.639
C 1.104 -1.791 -3.851
C 0.151 -0.818 -3.856
C -0.446 -0.409 -2.635
C -0.143 -0.981 -1.422
C 0.802 -2.058 -1.453
H 2.266 -4.367 0.640
H 3.515 -4.898 -1.467
H 2.955 -3.709 -3.550
H 1.594 -2.093 -4.771
H -0.131 -0.341 -4.786
H -1.143 0.423 -2.674
N -3.020 -0.351 -0.422
N -2.857 -0.927 0.889
H -3.943 0.048 -0.542
H -2.866 -1.080 -1.110
H -3.232 -1.867 0.953
H -3.361 -0.332 1.540
C -4.223 4.481 -0.159
O -2.948 3.889 -0.520
C -2.435 2.916 0.189
S -3.210 2.338 1.586
S -0.835 2.523 -0.343
H -4.414 5.197 -0.949
H -4.131 4.972 0.804
H -4.998 3.725 -0.119
```

Gap between HOMO and LUMO ... 8.181 eV
Strongest force on any atom ... 1.6 eV Å⁻¹
Charge ... +1
Relative energy (zero: lowest compared OMol25 entry of this formula, charge and spin) ... 3.5 kcal per mole
LUMO ... -2.675 eV


# 8
Molecular formula: C5H10O2
Method: DFT, wB97M-V/def2-TZVPD

```
17
C5H10O2 | OMol25 | wB97M-V/def2-TZVPD
C 1.672 -1.695 -1.355
C 1.682 -0.525 -0.591
C 0.672 0.535 -0.514
C -0.589 0.335 -0.697
O -1.238 -0.697 0.043
C -1.577 1.207 -1.388
H 2.542 -2.075 -1.772
H 0.629 -2.069 -1.390
H 2.562 -0.281 -0.030
H 0.905 1.560 -0.057
H -2.028 -0.279 0.353
H -2.167 0.557 -2.065
H -2.335 1.730 -0.650
H -1.051 2.144 -1.749
H -0.375 0.405 3.642
H 0.844 -0.384 4.176
O -0.148 -0.467 4.043
```

Gap between HOMO and LUMO ... 7.596 eV
Strongest force on any atom ... 5.6 eV Å⁻¹
SMILES ... C=C/C=C(/C)O.O
Relative energy (zero: lowest compared OMol25 entry of this formula, charge and spin) ... 120.1 kcal per mole
LUMO ... 0.081 eV


| no. | DFT total energy (eV) |
| --- | --- |
| 1 | -684033.4562 |
| 2 | -243620.3157 |
| 3 | -8662.4537 |
| 4 | -37593.4629 |
| 5 | -7393.1213 |
| 6 | -52091.9663 |
| 7 | -139966.1897 |
| 8 | -9437.8365 |